Record 1
DFT (wB97M-V/def2-TZVPD) results for a structure of composition C33H49IrN4O3P.

The value obtained for the energy above the lowest of the compared OMol25 structures with the same formula, charge and spin is 0.0 kcal/mol. As for the molar mass: 772.97 g/mol. The value obtained for the total energy is -59226.529 eV. For the LUMO energy (spin up / spin down), the calculation gives -6.36 / -8.78 eV. The expectation value of S² is 8.782.

ORCA input file:
```
! wB97M-V def2-TZVPD RIJCOSX def2/J DEFGRID3
* xyz 2 6
C 3.2163 3.5230 -0.9333
H 2.9225 3.0938 -3.9644
H 3.8580 -0.1364 -2.0074
H 2.7753 -0.0726 -0.5813
H 3.9651 3.9460 -0.2448
H -2.7891 -2.0413 5.4642
H 0.5219 2.9499 -3.7777
H -1.7421 -7.0750 2.0623
H 0.8066 -2.1958 -4.5864
H -3.9701 2.8499 1.9444
H 0.2064 -1.7654 -2.9032
H 1.1153 2.3444 3.1392
C -3.3259 -1.8694 4.5318
C 2.6855 -1.9005 -1.7055
H -0.2113 3.4570 -1.3289
C 3.3635 4.3529 -2.2461
H 3.1283 -2.5789 -3.7316
H -4.3722 -1.5726 4.6608
H 2.0712 -6.2857 0.2792
H -1.7895 3.0413 -2.5586
C -3.7212 2.7076 3.0003
H 1.7152 -3.9663 0.3080
C -3.0216 2.3197 -0.9945
H -4.2762 0.5668 4.0136
N 1.1250 0.2942 2.6435
H -4.6229 2.4765 3.5622
C -0.9092 -5.0851 2.2408
C -0.1060 -4.1000 1.5664
O 0.4114 0.7058 -0.0504
N -1.6287 -1.2865 2.9024
C -2.7866 1.5278 2.9901
H -2.3146 2.5145 -0.1129
H -3.3874 -2.8419 3.9912
H 3.6793 -2.3417 -1.4605
N -1.3218 -2.5576 2.8759
H -4.5778 1.1553 0.0420
H 3.5372 2.4767 -1.0685
C 2.8243 -0.3638 -1.6594
C 2.6233 -0.3706 4.1583
C 0.9824 3.6391 -3.0512
H 1.8629 -1.6583 2.6290
C 2.2661 -2.5041 -3.0218
C 0.7505 3.0086 -1.6073
H 1.3806 4.5229 -0.2500
H 0.0865 -7.8995 0.6621
C -0.3673 -2.7609 1.9710
C 1.4049 1.3468 3.4111
H -2.4194 -0.9565 -2.4711
H 3.3459 -0.9951 4.6529
C -3.8298 1.0166 -0.7807
H 2.5988 -0.4006 -4.3618
H 2.6875 1.5172 5.2566
C 1.5899 -0.3223 -3.8559
H -1.0720 0.6678 -3.3100
C 1.8376 0.4589 -2.5644
C 1.0719 -5.9501 0.6282
H 0.3449 4.5768 -2.9754
C -3.2925 0.4082 3.5831
C -1.2245 0.8436 -2.2430
H -3.4264 3.6971 3.4368
Ir -0.7046 -0.0178 1.7888
H -3.4922 -1.1248 -0.2287
H 2.0584 -2.3037 -0.9055
H 1.5198 2.8922 0.4047
C 0.0691 -6.8633 0.9623
H 2.3812 1.3485 -2.8640
C 2.3395 0.9506 4.3963
C -0.9242 -6.4079 1.8280
C -2.9281 -0.1693 -0.4607
O 0.3536 -1.7697 1.5160
H 1.9614 -3.5570 -2.8479
C 1.0980 -1.7478 -3.6152
C 2.4248 3.9714 -3.4117
O -1.5974 1.6967 2.4094
C -2.6911 -0.8382 3.7165
H -2.9865 1.8143 -3.0500
C -2.2260 2.0905 -2.2859
H 3.1580 5.4049 -1.9380
P 0.4570 1.1660 -1.5448
H -4.4185 0.7727 -1.6880
H -2.2984 0.0093 0.4552
H -1.4872 -4.7336 3.0567
H -3.7160 3.1104 -1.1849
C 1.7319 3.5047 -0.5118
C -1.9303 -0.3977 -1.6415
H -1.1066 -1.0662 -1.2681
C 0.9929 -4.5566 0.8474
H 4.4277 4.3611 -2.5609
H 2.4061 4.8586 -4.0793
N 1.9178 -0.7508 3.1200
H 0.9541 0.1999 -4.6134
*
```

***

Record 2
DFT (wB97M-V/def2-TZVPD) results for a structure of composition C33H49N6O3PRe.

The value obtained for the energy above the lowest of the compared OMol25 structures with the same formula, charge and spin is 0.0 kcal/mol. As for the molar mass: 794.98 g/mol. The value obtained for the total energy is -61509.607 eV. For the LUMO energy (spin up / spin down), the calculation gives -6.80 / -6.47 eV. The expectation value of S² is 0.759.

ORCA input file:
```
! wB97M-V def2-TZVPD RIJCOSX def2/J DEFGRID3
* xyz 2 2
C -1.0807 4.9255 0.6792
H -1.7910 -2.9385 -3.9531
H 0.0746 3.2285 5.1894
C 2.3657 3.1088 0.6072
O -2.1515 -0.3036 -1.0617
H -2.8822 4.2611 -0.3533
C -2.9360 -1.9314 1.1490
C -1.6944 -2.2098 -3.1493
H -0.1435 5.3431 0.3102
H -1.4678 1.4482 5.8749
H 3.4613 1.3732 -1.2299
H 4.4589 3.0400 1.1287
H -2.2634 2.0522 -0.0489
H 4.8916 1.0517 -0.2413
H 2.2356 3.8590 1.3895
C 1.5211 -2.5735 1.3200
H -1.7091 1.8937 3.5138
H 0.3710 -4.3748 1.7715
H -4.1721 0.5579 -5.7873
H 1.6664 -1.6087 1.8090
C 2.9650 -0.3507 -4.5127
H 0.0707 4.1204 2.3597
H 4.5761 -1.7593 -4.7894
H -3.5405 -1.8479 0.2515
H 2.0774 1.1448 4.2331
C -3.7497 0.3578 -4.8136
H 1.8061 2.7736 3.6108
C 3.8854 1.4650 -0.2266
C -1.9240 -3.9304 0.2763
C -2.6635 -0.1120 -2.2674
H -1.6742 5.7443 1.0800
C -0.8988 -2.6546 2.1295
C 2.3527 -1.8006 -2.2114
C -1.8013 4.1540 -0.4375
C -0.6169 1.1836 5.2510
H -2.6910 -1.3865 -5.4373
H 2.4687 -3.1146 1.3690
N -1.0748 -2.5933 -2.0669
C 1.9125 0.0572 -3.7308
P 0.3954 1.4352 1.4623
C -2.9172 -0.7118 -4.6212
H 1.3176 0.9237 -3.9833
C 2.2214 -2.4131 -0.9268
H -1.4250 -4.5702 -2.6568
H 3.5383 0.5003 1.6881
N 1.9450 1.7662 1.0695
C 3.7436 -1.4680 -4.1660
H 0.1320 -4.4858 -0.0961
H -1.6482 3.6999 2.3812
N 1.2248 -2.2552 -0.0994
H -2.1611 -4.5674 1.1326
N -1.6211 -2.5572 0.8198
C -0.8344 -4.5711 -0.5766
H -0.7822 -1.6338 2.4911
O -0.0479 0.0914 0.8797
H 1.7737 3.4113 -0.2582
H 0.8067 -3.3857 3.1217
H -1.5173 4.5246 -1.4203
H 4.0680 -2.9998 -2.7183
H 2.5280 -0.1360 0.3721
C -2.3460 -0.9644 -3.3526
C -0.7387 -4.0314 -2.0023
C 0.4977 2.2255 5.2731
H 3.2056 0.2050 -5.4091
C 2.9838 0.7633 0.7821
H -3.4523 -2.5528 1.8836
C 3.4539 -2.1616 -3.0228
O 0.5633 -0.2664 -1.8406
H -1.4045 0.1541 3.4838
H -3.8629 1.5461 -1.6236
C -0.9820 1.1175 3.7712
C -0.7833 3.8650 1.7299
C -3.5775 0.9328 -2.4649
H -0.8836 2.2673 -1.1301
C -1.3966 2.6767 -0.2553
Re -0.5212 -1.2752 -0.6152
H 4.1657 3.6327 -0.5049
N 0.3032 1.3491 3.0903
C 1.5746 -0.6768 -2.5840
C -4.0883 1.1678 -3.7209
H 1.1020 2.1916 6.1769
C 1.3113 1.8948 4.0252
H -4.7784 1.9889 -3.8649
H -0.2389 0.2161 5.5873
C 3.8337 2.9158 0.2428
C 0.4537 -3.3374 2.0884
H -1.0430 -5.6407 -0.6326
N -0.5092 2.6757 0.9087
H -2.7679 -0.9379 1.5590
H -1.5591 -3.1889 2.8192
H -2.8397 -3.8393 -0.3097
H 0.2729 -4.1735 -2.3897
H 3.0771 -2.9909 -0.5782
*
```

***

Record 3
DFT (wB97M-V/def2-TZVPD) results for a structure of composition C33H50F15N2O13PSSi2.

As for the molar mass: 1086.95 g/mol. The value obtained for the total energy is -141278.205 eV. For the LUMO energy, the calculation gives 0.18 eV.

ORCA input file:
```
! wB97M-V def2-TZVPD RIJCOSX def2/J DEFGRID3
* xyz 0 1
H -0.0601 -0.3389 -3.3223
C -1.0986 -4.9161 -2.8962
C -6.3081 0.8863 4.1459
H -0.9050 -1.2166 1.8403
H -3.3652 5.0198 0.2355
C -4.4652 4.0383 -1.3297
S -2.2021 -2.3318 -4.5096
H 1.5727 -8.3955 2.9527
H 0.8935 -2.0723 -4.6350
O 3.2374 -8.7114 4.1527
F 2.7156 6.8420 -3.9935
O -7.4261 1.2829 3.5755
C 3.0185 -0.0798 -1.9292
H -2.9769 -4.5113 -2.0835
H -0.3096 -0.4640 0.3792
H -2.6063 -6.1085 -2.1453
H -0.4092 -5.3763 -2.1780
F -5.6313 0.0862 1.9845
C -2.4657 -0.3289 0.5798
O 1.3374 -9.0330 5.3331
H -0.2382 7.3874 -0.4754
C 7.7870 -1.9371 -2.6249
H -6.6596 3.7599 4.4899
H 2.7376 -3.1662 1.6856
H 1.3867 9.2944 -0.4507
F 2.7803 -10.2332 7.2433
Si -0.9937 -2.6727 -0.1747
H 2.3141 -1.9239 0.5051
F 6.1280 -1.8575 -0.9140
O 0.3257 -4.8202 1.6010
H 3.3324 -6.0541 3.8538
N -2.5051 -5.2243 -2.6190
H 1.8516 3.1032 -1.7184
H -1.0697 8.1119 -1.8544
C 0.9749 -2.7679 -3.7969
O -7.0858 5.0910 0.2558
H -8.2003 1.9916 5.3661
H 2.9778 -2.4339 -3.0963
H 10.6452 -1.8320 -1.2395
F -4.3897 -0.4092 3.6793
H 1.4117 -3.6799 -4.2094
O 7.9501 -1.6850 -3.7797
H -0.2702 9.8955 -0.3114
F 1.8982 4.9462 -3.3225
H -1.3801 -2.2386 -5.5548
C 1.8912 2.0501 -1.9510
O 0.7482 7.3656 -2.3009
H 3.8823 -0.6796 -1.6752
H 0.5842 9.9967 -1.8593
C 1.9067 -2.6196 1.2407
H -4.0711 4.6588 -2.1351
C 3.3984 -10.0256 6.0883
C 2.5319 -7.9252 3.1628
C 1.7930 6.7314 -1.7995
H -0.0891 2.0196 -2.7946
H -1.5212 2.6934 1.0434
C 1.9203 -0.6965 -2.5335
H -3.1243 -0.8260 -0.1337
H -5.4927 3.7751 -1.5808
H -7.6456 3.8928 3.0271
C -4.3940 4.7744 -0.0148
O -5.8428 1.2433 5.1865
H -2.7757 1.8925 1.8087
H 1.8955 -5.9157 2.8123
F 5.4665 -2.2205 -2.9414
F -6.6518 8.1033 1.1621
F 3.7742 5.6681 -2.5166
F -6.3773 8.1745 -0.9882
C -6.9295 7.4808 0.0085
H 0.0152 -4.3032 2.3543
O -1.8224 1.2532 -1.0874
O 8.6711 -1.8719 -1.6454
H 3.1504 -7.9917 2.2711
C 0.8127 0.0899 -2.8530
H 11.1038 0.3755 -2.2988
C 0.7988 1.4488 -2.5605
C -8.1991 2.2629 4.3116
H 9.7653 0.5154 -1.1476
C 0.4333 9.3863 -0.9692
H -8.3126 4.3800 4.5903
C 6.4400 -2.4527 -2.0697
H 10.2734 -1.9020 -2.9642
H -2.9900 -0.2703 1.5312
H 1.8450 -2.6896 -1.8064
H -2.1667 -3.5387 0.1000
O -0.9742 -2.2091 -1.7523
P 0.8704 -3.8423 0.3620
O 2.1117 6.6383 -0.6521
Si -0.7391 -3.1006 -3.1287
O -5.0728 6.0543 -0.0896
H 9.4373 0.4585 -2.8827
F 6.5163 -3.7713 -1.8539
C -2.1952 1.0663 0.0463
C -1.1249 -1.0762 0.7813
C -6.3798 6.0364 0.0645
C 3.0038 1.2771 -1.6352
F -6.3166 -1.3648 3.4422
C 1.9650 -2.1899 -2.7703
C -0.1118 8.0281 -1.3469
C 9.9985 -1.4367 -2.0190
H -4.8106 4.1883 0.8025
C 2.5720 6.0367 -2.9398
F 3.6468 -11.2105 5.5162
H 1.3914 -2.0636 2.0242
C 10.0785 0.0709 -2.0922
C 2.3637 -6.4933 3.6106
C -7.6685 3.6584 4.0888
H -3.8742 3.1255 -1.2706
F -8.2451 7.4655 -0.1583
F 4.5645 -9.4218 6.3290
C -5.6499 -0.2194 3.2877
H 3.8610 1.7335 -1.1588
C 2.5083 -9.1785 5.1492
H 1.7334 -6.4343 4.4984
H -0.8381 -5.3471 -3.8712
H -9.2101 2.1563 3.9267
N -2.3613 2.1454 0.9244
*
```

***

- Which of these has the lowest total energy?
  C33H50F15N2O13PSSi2